Entry 1:
# C8H16FN2

A 2-piece molecular cluster, C8H16FN2 overall at a distorted geometry (ωB97M-V with the def2-TZVPD basis set, the Open Molecules 2025 dataset).

Geometry as ORCA input:
```
! RIJCOSX wB97M-V def2-TZVPD def2/J DEFGRID3
* xyz 1 1
C 1.129 0.547 1.295
C 2.371 -0.035 1.375
C 1.590 -0.167 -0.796
C -4.269 -0.296 0.121
C 3.766 -1.334 -0.295
C -3.136 0.669 -0.207
C -1.769 0.023 0.028
C -0.640 0.987 -0.366
N 0.649 0.508 0.061
N 2.765 -0.362 0.014
F 3.727 1.151 -0.554
H 0.578 0.977 2.113
H 3.057 -0.116 2.192
H 1.189 -1.136 -1.138
H 1.826 0.437 -1.685
H -4.194 -0.647 1.148
H -5.229 0.202 0.003
H -4.250 -1.157 -0.544
H 4.612 -1.208 0.379
H 3.368 -2.346 -0.187
H 4.114 -1.188 -1.318
H -3.217 0.984 -1.250
H -3.226 1.559 0.421
H -1.670 -0.235 1.086
H -1.694 -0.899 -0.554
H -0.822 1.957 0.105
H -0.626 1.125 -1.448
*
```

E_LUMO (alpha / beta) = -6.03 / -5.39 eV
gap between HOMO and LUMO (alpha / beta) = 7.993 / 7.998 eV
relative energy (zero: lowest compared OMol25 entry of this formula, charge and spin) = 0.0 kJ/mol
E = -14243.78054 eV

=====

Entry 2:
# C8H8OSe

One molecule with the formula C8H8OSe at a distorted geometry (ωB97M-V with the def2-TZVPD basis set, the Open Molecules 2025 dataset).

Geometry as ORCA input:
```
! RIJCOSX wB97M-V def2-TZVPD def2/J DEFGRID3
* xyz 0 1
C -2.155 -1.231 0.052
C -1.322 -2.317 0.122
C -1.638 0.083 -0.099
C 0.094 -2.131 0.139
C -0.264 0.264 -0.147
C 0.558 -0.851 -0.119
C 2.014 1.408 -0.583
C 0.488 1.630 -0.207
O 0.110 2.277 1.013
Se 2.487 -0.452 -0.190
H -3.215 -1.256 0.360
H -1.664 -3.315 0.459
H -2.130 0.997 -0.233
H 0.776 -2.943 0.312
H 2.306 1.461 -1.581
H 2.668 2.061 -0.043
H 0.232 2.277 -1.067
H 0.654 2.038 1.812
*
```

E_LUMO = 0.67 eV
SMILES = O[C@H]1C[Se]c2ccccc21
gap between HOMO and LUMO = 8.712 eV
relative energy (zero: lowest compared OMol25 entry of this formula, charge and spin) = 0.0 kJ/mol
E = -75818.24521 eV

=====

Entry 3:
# C38H43GeN3OPReS

C38H43GeN3OPReS as an isolated structure (ωB97M-V with the def2-TZVPD basis set, the Open Molecules 2025 dataset).

Geometry as ORCA input:
```
! RIJCOSX wB97M-V def2-TZVPD def2/J DEFGRID3
* xyz 2 1
Re 0.293 1.692 0.552
S 2.169 2.522 0.152
C 0.777 1.965 -8.042
C 0.414 0.729 -7.272
C 1.246 0.223 -6.280
C 0.934 -0.939 -5.587
C -0.249 -1.608 -5.871
N -0.646 -2.802 -5.212
C -0.345 -3.284 -3.976
O -0.430 -4.447 -3.672
N 0.095 -2.355 -2.994
C -0.452 -1.144 -2.660
C -1.559 -0.560 -3.290
C -2.047 0.651 -2.837
C -1.454 1.264 -1.753
N -0.407 0.692 -1.136
C 0.099 -0.465 -1.573
C -1.092 -1.121 -6.868
C -0.758 0.028 -7.558
H 1.645 2.458 -7.610
H -0.050 2.676 -8.059
H 1.013 1.719 -9.078
H 2.178 0.727 -6.061
H 1.630 -1.332 -4.861
H -1.093 -3.502 -5.789
H 0.621 -2.827 -2.272
H -2.047 -1.064 -4.108
H -2.898 1.113 -3.314
H -1.810 2.212 -1.362
H 0.932 -0.879 -1.013
H -2.007 -1.649 -7.106
H -1.419 0.385 -8.338
C 0.320 5.710 1.142
C -0.876 4.884 1.607
P -0.470 3.243 2.282
C 0.720 3.457 3.634
C 0.145 4.197 4.843
C -2.022 2.523 2.942
C -3.096 3.514 3.393
H -0.035 6.634 0.690
H 0.922 5.186 0.401
H 0.964 5.984 1.977
H -1.596 4.734 0.796
H -1.414 5.410 2.400
H 1.576 3.988 3.208
H 1.076 2.460 3.906
H -0.254 5.175 4.576
H 0.939 4.356 5.570
H -0.639 3.622 5.333
H -1.713 1.876 3.766
H -2.432 1.854 2.175
H -2.745 4.161 4.194
H -3.956 2.961 3.766
H -3.441 4.140 2.572
C 0.560 0.396 1.629
Ge 0.800 -1.507 2.310
C 2.550 -2.042 1.697
C 3.377 -1.156 1.007
C 4.619 -1.562 0.543
C 5.053 -2.859 0.773
C 4.241 -3.750 1.459
C 2.997 -3.346 1.918
C -0.547 -2.234 1.084
C -1.857 -1.752 1.089
C -2.797 -2.247 0.200
C -2.438 -3.239 -0.706
C -1.146 -3.739 -0.711
C -0.206 -3.235 0.180
C 0.311 -1.664 4.166
C -0.690 -0.860 4.709
C -1.158 -1.084 5.992
C -0.632 -2.126 6.743
C 0.372 -2.923 6.219
C 0.847 -2.693 4.936
H 3.072 -0.126 0.848
H 5.254 -0.864 0.017
H 6.028 -3.173 0.427
H 4.578 -4.761 1.642
H 2.374 -4.068 2.434
H -2.162 -1.005 1.818
H -3.814 -1.879 0.222
H -3.175 -3.638 -1.390
H -0.868 -4.524 -1.402
H 0.800 -3.640 0.170
H -1.107 -0.044 4.130
H -1.929 -0.452 6.410
H -1.005 -2.313 7.740
H 0.791 -3.725 6.811
H 1.650 -3.313 4.556
*
```

E_LUMO = -7.60 eV
gap between HOMO and LUMO = 5.140 eV
relative energy (zero: lowest compared OMol25 entry of this formula, charge and spin) = 30.4 kJ/mol
E = -125378.13730 eV

=====

Entry 4:
# C5H8O2

One molecule with the formula C5H8O2 (ωB97M-V with the def2-TZVPD basis set, the Open Molecules 2025 dataset).

Geometry as ORCA input:
```
! RIJCOSX wB97M-V def2-TZVPD def2/J DEFGRID3
* xyz 0 1
O -1.865 0.973 1.259
C -0.949 -0.471 0.810
C -0.708 -0.474 -0.695
C 0.703 0.050 -0.365
C 1.945 -0.219 -1.082
O 1.339 1.076 -1.104
C 0.343 0.101 1.088
H -2.273 1.404 0.487
H -1.543 -1.199 1.355
H -1.330 0.188 -1.306
H -0.734 -1.482 -1.120
H 2.884 -0.281 -0.531
H 1.932 -0.756 -2.032
H -0.722 1.188 1.291
H 0.979 -0.100 1.945
*
```

E_LUMO = 0.78 eV
gap between HOMO and LUMO = 9.036 eV
relative energy (zero: lowest compared OMol25 entry of this formula, charge and spin) = 509.2 kJ/mol
E = -9404.55479 eV